No. 1
Molecular formula: C23H36N2O4
Method: DFT, ωB97M-V/def2-TZVPD

```
65
Properties=species:S:1:pos:R:3:forces:R:3:lowdin_charge:R:1
C -2.83815 7.83667 1.00557 -0.0664 0.0327 -0.0314 -0.117
O -1.65196 7.11698 1.20969 0.1800 -0.1362 0.0755 -0.189
C -1.05512 6.68439 0.00841 0.3092 -0.0094 -0.0137 -0.218
C 0.21368 5.90102 0.34156 -0.5386 -0.0400 -0.2219 -0.309
C -0.12294 4.60904 1.08715 0.3311 0.2189 0.1944 -0.125
C 1.15446 3.82909 1.40495 -0.4847 -0.0678 0.2390 -0.140
N 1.88880 3.56173 0.19093 0.1294 0.2025 0.0820 -0.047
C 2.00970 2.34941 -0.40119 0.1025 -0.0779 0.0927 -0.421
O 2.45875 2.21444 -1.52573 -0.0488 -0.1583 -0.2710 0.072
C 1.61246 1.16412 0.42212 0.1030 -0.3393 0.0514 -0.158
C 2.31399 0.81389 1.56602 -0.0995 0.0668 -0.1818 -0.039
C 1.97430 -0.33350 2.26063 0.0064 -0.1088 0.0948 -0.007
C 0.93335 -1.15397 1.84393 -0.1264 -0.1327 -0.0340 -0.191
O 0.54180 -2.27555 2.52992 -0.1513 0.3196 -0.4252 -0.105
C 1.27747 -2.67089 3.66083 0.1120 -0.0622 0.1962 -0.079
C 0.23749 -0.82343 0.66282 0.1809 0.1517 0.0222 -0.183
O -0.81928 -1.49755 0.13348 -0.1040 0.1763 0.2272 0.004
C -0.91181 -2.91683 0.22831 -0.0765 -0.5992 -0.2738 -0.323
C -2.17143 -3.32167 -0.53231 0.2198 -0.0166 0.2348 -0.103
C -2.29555 -4.85186 -0.52443 -0.0813 0.2002 0.0053 -0.173
N -1.15184 -5.54757 -1.06112 -0.1389 0.0219 0.0736 -0.159
C -1.13859 -5.86085 -2.47900 0.1670 -0.2546 -0.1580 -0.414
C -0.52604 -4.80824 -3.41300 -0.2797 -0.1365 0.1496 -0.054
C -0.43750 -7.20794 -2.69020 -0.2780 0.1989 -0.0353 -0.062
C 0.07566 -5.12782 -0.42770 0.0966 0.0965 0.0206 -0.164
C 0.29925 -3.60722 -0.39747 -0.1827 0.0291 0.1935 -0.099
C 0.59841 0.33109 -0.02319 0.0343 -0.0837 0.1660 0.075
C 2.25125 4.75296 -0.54710 0.0908 0.0716 -0.5001 -0.134
C 1.00813 5.56052 -0.91900 0.1197 0.0810 0.3348 -0.132
H -3.59303 7.22498 0.49510 -0.0002 0.0321 0.0236 0.089
H -3.20564 8.11952 1.98984 -0.0783 0.0450 -0.0511 0.088
H -2.65890 8.74020 0.40864 -0.0255 -0.0136 0.0262 0.088
H -0.80649 7.55416 -0.62150 -0.0356 -0.0654 0.0244 0.130
H -1.75716 6.04990 -0.55605 0.0480 0.0167 -0.0007 0.134
H 0.82457 6.53262 0.99536 0.0437 0.0302 -0.0006 0.151
H -0.65351 4.84639 2.00876 -0.0551 -0.0460 0.0326 0.119
H -0.77164 3.98873 0.46469 -0.0810 -0.0580 -0.0305 0.129
H 0.90710 2.88921 1.89820 0.0834 0.1739 0.0085 0.116
H 1.79018 4.42255 2.07347 -0.0310 -0.0655 0.0383 0.133
H 3.13037 1.42825 1.91465 0.0721 0.0800 0.0524 0.122
H 2.53043 -0.57965 3.15105 0.0228 -0.0714 0.0782 0.103
H 0.81170 -3.59487 4.00114 0.0697 0.0611 0.0251 0.096
H 2.32616 -2.86529 3.41376 -0.0358 0.0274 0.0110 0.099
H 1.22195 -1.92491 4.46016 0.0240 -0.0249 -0.0377 0.097
H -1.00975 -3.22127 1.27747 -0.0113 0.0577 -0.2059 0.146
H -2.10597 -2.94437 -1.55310 -0.0144 0.0373 -0.0645 0.112
H -3.04668 -2.87260 -0.06182 -0.0483 0.0517 0.0168 0.120
H -3.18787 -5.15579 -1.07512 0.0048 -0.0344 0.0794 0.119
H -2.41519 -5.17834 0.51738 -0.1275 0.0250 -0.0058 0.123
H -2.18991 -5.99064 -2.76231 0.0832 0.0175 0.0425 0.135
H -0.64514 -5.13069 -4.44516 0.0421 -0.0054 -0.1317 0.077
H -1.01931 -3.84660 -3.30020 0.0095 0.1309 -0.0265 0.065
H 0.53646 -4.68679 -3.21730 0.1484 0.0456 0.0135 0.075
H -0.83377 -7.94238 -1.99468 -0.0301 -0.0836 0.0442 0.078
H -0.60124 -7.55918 -3.70569 0.0703 -0.0704 -0.1513 0.074
H 0.63389 -7.12177 -2.52881 0.1689 -0.0049 0.0048 0.068
H 0.91707 -5.61350 -0.92163 0.0467 -0.0434 0.0841 0.115
H 0.04435 -5.48515 0.61037 0.1400 -0.0159 -0.0109 0.126
H 1.19815 -3.38844 0.18152 0.0545 0.0225 0.0040 0.117
H 0.44147 -3.21280 -1.40410 0.0079 0.0251 -0.0478 0.116
H 0.05927 0.56713 -0.92715 -0.0647 -0.0191 -0.1348 0.138
H 2.78637 4.43211 -1.44261 -0.0028 0.1005 0.1723 0.121
H 2.91761 5.36052 0.07589 -0.0062 -0.0050 -0.0280 0.131
H 1.30831 6.47013 -1.44124 0.0017 0.0339 -0.0662 0.119
H 0.38703 4.96815 -1.59385 -0.0200 -0.0318 -0.0951 0.129
```
Forces are in eV/Å.

Properties
- E (eV) = -35605.05877
- total charge = 0
- molar mass (u) = 404.55

No. 2
Molecular formula: C23H29NO6
Method: DFT, ωB97M-V/def2-TZVPD

```
59
Properties=species:S:1:pos:R:3:forces:R:3:lowdin_charge:R:1
C 3.05107 4.20585 -7.02193 -0.1963 -0.0907 0.0999 -0.108
C 1.82143 3.54121 -6.41539 -0.0102 -0.2539 -0.1585 -0.240
C 1.50010 2.23196 -7.13915 0.1066 0.2514 0.0141 -0.228
O 0.29649 1.60442 -6.73977 -0.2816 0.0745 0.0684 -0.137
C 0.28043 1.09231 -5.43018 -0.0576 -0.1208 0.2929 -0.188
C -0.50580 1.99811 -4.46783 0.2012 0.2903 -0.6846 -0.134
O -0.41916 1.52169 -3.13230 0.0517 -0.2433 0.3624 -0.008
C 0.72036 1.84345 -2.45965 0.0816 0.2061 -0.3393 -0.412
O 1.60626 2.50459 -2.95123 -0.1436 -0.1010 0.0797 0.107
C 0.70082 1.29826 -1.12107 0.5008 0.0781 0.4772 -0.106
N -0.37035 0.54973 -0.66669 -0.2181 -0.0739 -0.0157 0.158
C -0.14656 0.15899 0.59434 0.2720 0.0305 0.1719 -0.170
C 1.09403 0.65192 0.99011 -0.1839 0.0608 -0.4782 -0.054
C 1.63877 1.37728 -0.10165 -0.4123 -0.0310 -0.4226 -0.119
C 2.94526 2.07364 -0.12338 0.1343 0.0956 -0.1034 -0.013
C 1.64585 0.40824 2.31279 -0.3074 -0.2428 0.2096 -0.343
O 2.73228 0.79498 2.68794 0.1232 0.0731 -0.0187 0.091
C 0.70579 -0.36452 3.22494 0.2443 -0.0516 0.0903 -0.047
C -0.16551 -1.38567 2.48212 -0.1990 0.1780 0.0858 -0.239
C -0.99646 -2.19882 3.44296 -0.0151 0.0241 -0.0179 -0.116
C -0.80388 -3.56429 3.51264 -0.1238 -0.0848 0.1357 0.058
C -1.52794 -4.37477 4.38757 -0.0733 0.1166 0.0396 -0.274
O -1.23385 -5.70605 4.34739 0.1437 0.2283 -0.1828 -0.086
C -1.92505 -6.56754 5.21752 -0.1007 -0.1199 0.1219 -0.093
C -2.47050 -3.78432 5.21282 0.1406 -0.4177 -0.0550 -0.018
C -2.67777 -2.41385 5.15410 -0.0012 0.4165 -0.0745 -0.011
C -1.95889 -1.61101 4.28340 -0.1057 -0.1717 0.1204 -0.219
O -2.13294 -0.25322 4.18421 0.2186 -0.2389 -0.1656 -0.121
C -3.04043 0.37660 5.05375 -0.1532 0.1262 0.1291 -0.078
C -1.03785 -0.67160 1.43608 -0.0621 -0.1074 -0.0085 -0.053
H 3.27695 5.12998 -6.49641 0.0902 0.0838 -0.0103 0.070
H 2.88603 4.43661 -8.07233 0.0452 0.0553 -0.1220 0.071
H 3.91509 3.54939 -6.94669 0.1481 -0.0248 -0.0187 0.073
H 2.00641 3.34456 -5.35774 -0.1055 0.0085 0.0506 0.092
H 0.96166 4.20966 -6.49920 -0.0538 -0.0164 0.0600 0.116
H 2.34129 1.53246 -7.01869 -0.0548 0.0322 -0.0432 0.128
H 1.35940 2.42384 -8.20655 0.1313 -0.0110 0.0546 0.126
H 1.29870 0.96128 -5.04553 -0.0594 -0.0069 -0.0095 0.126
H -0.20675 0.11039 -5.46987 0.0981 0.0870 0.0625 0.130
H -0.11607 3.01871 -4.51594 -0.1042 -0.1368 -0.0344 0.118
H -1.56653 1.99586 -4.72318 0.1052 0.0158 0.0339 0.134
H -1.17936 0.34843 -1.23245 0.0459 -0.0257 0.0865 0.168
H 2.96930 2.83621 0.65372 0.0686 0.0357 0.0384 0.093
H 3.74285 1.36781 0.10291 0.0751 0.0205 0.0280 0.091
H 3.11592 2.53022 -1.09312 0.0688 0.0358 0.0070 0.069
H 1.29688 -0.86039 3.99676 0.0234 0.0741 -0.0214 0.137
H 0.06039 0.36768 3.71607 0.0299 -0.0046 0.0363 0.132
H 0.50152 -2.07271 1.94961 -0.0657 0.0166 0.0287 0.153
H -0.07036 -4.04050 2.88085 0.1230 -0.0341 -0.1129 0.129
H -1.53170 -7.56360 5.02071 -0.0640 0.0495 0.0541 0.093
H -1.74557 -6.30928 6.26633 -0.0180 0.0012 -0.0337 0.095
H -3.00233 -6.55944 5.02077 0.0357 0.0110 0.0176 0.095
H -3.05483 -4.36478 5.90847 -0.0333 -0.0900 0.0490 0.104
H -3.41916 -1.98608 5.80976 -0.0589 0.0794 0.0418 0.104
H -2.98232 1.43884 4.81894 -0.0459 -0.0649 0.0571 0.096
H -2.76612 0.22484 6.10231 -0.0160 -0.0163 -0.0328 0.099
H -4.06562 0.02818 4.89067 0.0438 -0.0048 0.0216 0.096
H -1.58791 -1.39861 0.83390 -0.0168 0.0005 0.0076 0.135
H -1.76375 -0.03715 1.95143 -0.0096 -0.0715 -0.0703 0.127
```
Forces are in eV/Å.

Properties
- E (eV) = -38096.77080
- total charge = 0
- molar mass (u) = 415.49

No. 3
Molecular formula: C21H23BrGeI2N2NiO
Method: DFT, ωB97M-V/def2-TZVPD

```
52
Properties=species:S:1:pos:R:3:forces:R:3:lowdin_charge:R:1
Ni -0.96186 0.33996 0.74846 0.6157 -1.3509 0.1759 0.192
Br -3.65332 -5.43773 4.36813 0.0163 0.1449 -0.0331 0.716
C -3.01006 -3.75112 3.76484 -0.1172 -0.2754 0.1148 -0.691
C -3.44778 -2.57875 4.39045 0.0684 -0.0121 -0.1244 -0.108
C -2.96621 -1.36447 3.97230 0.1048 0.1394 0.0540 -0.005
C -2.03283 -1.25714 2.91485 0.1459 -0.5326 -0.0831 -0.365
O -1.56873 -0.09860 2.57014 0.0583 0.4742 -0.5571 -0.323
C -1.61541 -2.46189 2.27858 -0.6697 0.2128 0.3105 -0.129
C -0.65972 -2.47582 1.22575 0.3635 0.0970 -0.3044 -0.042
N -0.12080 -1.45240 0.63998 -0.8948 0.9048 0.0477 0.055
C 1.05080 -1.65021 -0.10863 0.9051 -0.2643 -0.4652 -0.225
C 2.07919 -2.42530 0.42977 -0.4542 0.0320 0.3446 -0.049
C 3.28331 -2.56169 -0.25147 0.1865 0.1484 -0.3359 -0.083
C 3.48348 -1.92745 -1.45529 -0.1176 -0.2003 0.4575 -0.040
C 2.46391 -1.14670 -2.04578 -0.1011 0.2835 -0.5724 -0.206
C 2.62920 -0.54296 -3.31224 0.2446 0.1122 -0.0827 -0.115
C 1.52992 0.08399 -3.89668 -0.0201 -0.2223 0.5689 -0.146
C 0.32380 0.19509 -3.27865 -0.0222 0.1057 -0.7923 -0.130
N 0.11362 -0.26500 -1.89970 -0.3296 0.1713 0.4736 -0.103
C 1.24718 -1.02601 -1.33956 0.1085 -0.3468 0.1089 -0.103
C -2.11831 -3.69893 2.73236 0.1218 0.0997 -0.1409 -0.086
H -4.16516 -2.63342 5.19789 0.0112 -0.0116 0.0128 0.105
H -3.28379 -0.44872 4.45456 0.0013 -0.0035 -0.0039 0.117
H -0.34332 -3.46301 0.88734 0.2548 0.0202 0.1299 0.143
H 1.94516 -2.86214 1.41120 0.0239 0.0348 0.0011 0.107
H 4.07465 -3.16081 0.18155 -0.0065 0.0116 0.0111 0.105
H 4.42414 -2.03045 -1.97952 -0.0041 0.0235 -0.0351 0.111
H 3.57068 -0.62879 -3.83472 -0.0227 -0.0528 0.0137 0.086
H 1.61783 0.49967 -4.89245 -0.0765 0.0315 -0.0208 0.110
H -0.53568 0.67858 -3.71534 -0.0821 -0.0505 0.1496 0.098
H -1.78091 -4.61069 2.25478 -0.0122 -0.0060 0.0105 0.111
I -3.60095 2.86633 -2.02226 -0.0961 0.0901 0.1707 0.749
C -3.83656 3.25454 0.06052 0.2821 -0.3216 -0.1541 -1.078
I -3.02659 1.71732 1.34479 -0.4055 0.6874 -0.2786 1.197
H -4.89937 3.32142 0.25631 0.0098 -0.0569 0.0799 -0.043
H -3.33608 4.18958 0.27795 0.0433 -0.0309 0.0470 -0.042
C 0.18640 3.63191 0.40954 0.0304 -0.1877 -0.0756 -0.229
Ge 1.06685 2.30947 -0.76347 0.1985 0.0935 -0.1511 0.828
C 2.67184 1.66319 0.17306 -0.2122 0.0381 -0.0904 -0.197
C 1.52491 3.24483 -2.44282 -0.0268 -0.0421 0.2689 -0.208
C -0.30904 0.88611 -1.00592 -0.2049 0.1616 0.7842 -0.320
H 0.84588 4.48677 0.56262 0.0184 -0.0036 -0.0237 0.022
H -0.03688 3.19199 1.38243 -0.0152 0.0595 0.0206 -0.003
H -0.74294 3.99329 -0.03645 -0.0042 -0.0087 0.0015 -0.002
H 3.26332 2.51892 0.50215 -0.0089 0.0094 0.0030 0.020
H 3.29307 1.03249 -0.46207 -0.0584 -0.0009 -0.0252 0.015
H 2.37551 1.08942 1.05320 0.0349 -0.0175 0.0009 0.019
H 1.95967 4.21707 -2.19931 -0.0063 -0.0171 0.0162 0.016
H 0.62819 3.40737 -3.04066 -0.0094 -0.0111 0.0106 0.016
H 2.24199 2.68012 -3.03537 -0.0236 -0.0791 0.0387 0.008
H -0.69563 -0.88970 -1.89258 0.0877 -0.0374 -0.0264 0.164
H -1.14657 1.35048 -1.53452 0.0663 -0.0432 -0.0509 -0.037
```
Forces are in eV/Å.

Properties
- E (eV) = -210978.16960
- total charge = 0
- molar mass (u) = 784.44

F_max values, unit eV/Å, following the record order: 0.7 0.8 1.5.
HOMO values, unit eV, following the record order: -7.98 -8.20 -5.77.
LUMO values, unit eV, following the record order: 0.72 0.54 -0.76.